# 1
{
  "formula": "C24H31N3O6",
  "method": "the ωB97M-V functional and the def2-TZVPD basis",
  "homo_lumo_gap_ev": 9.14,
  "homo_energy_ev": -8.57,
  "lumo_ev": 0.57,
  "smiles": "COCCN(C(=O)CNC(=O)c1ccco1)[C@@H](C(=O)NC1CCCC1)c1cccc(OC)c1",
  "e_above_lowest_ev": 0.378,
  "elements": ["O", "O", "O", "O", "O", "O", "N", "N", "N", "C", "C", "C", "C", "C", "C", "C", "C", "C", "C", "C", "C", "C", "C", "C", "C", "C", "C", "C", "C", "C", "C", "C", "C", "H", "H", "H", "H", "H", "H", "H", "H", "H", "H", "H", "H", "H", "H", "H", "H", "H", "H", "H", "H", "H", "H", "H", "H", "H", "H", "H", "H", "H", "H", "H"],
  "positions_angstrom": [[4.661, -0.496, -1.082], [0.008, 4.418, 1.803], [-0.572, -0.283, -1.199], [2.624, -3.243, 0.543], [-2.938, 0.835, 2.286], [3.244, 2.679, -0.276], [2.353, 0.886, -1.333], [-0.036, 0.887, 0.660], [-2.876, -0.116, 0.234], [1.300, -3.077, 0.828], [5.889, -0.955, -0.821], [0.368, -4.102, 0.933], [-1.353, -2.485, 1.422], [-4.358, 1.113, -1.303], [-0.947, -3.793, 1.240], [-0.517, 3.229, 1.281], [0.042, 0.629, -0.657], [1.029, 1.439, -1.506], [-4.257, 0.118, -0.124], [-0.430, -1.453, 1.296], [-4.801, -1.095, -2.146], [3.357, 1.543, -0.709], [0.885, 5.108, 0.939], [-0.820, -0.007, 1.517], [5.796, 1.108, -0.021], [0.892, -1.760, 1.026], [-4.907, -1.182, -0.627], [-5.106, 0.375, -2.417], [0.505, 2.072, 1.291], [3.108, -4.550, 0.351], [4.597, 0.767, -0.594], [6.635, -0.016, -0.172], [-2.335, 0.281, 1.388], [0.649, -5.132, 0.785], [-1.370, 2.973, 1.914], [1.067, 2.498, -1.256], [-2.260, -0.508, -0.473], [6.027, 2.044, 0.441], [-2.379, -2.267, 1.669], [2.965, -5.167, 1.244], [-4.789, 0.696, -3.408], [2.493, -0.072, -1.615], [-4.861, 2.033, -1.011], [0.389, 5.346, -0.010], [1.642, -0.986, 0.955], [2.629, -5.034, -0.506], [0.721, 1.319, -2.549], [-1.666, -4.593, 1.334], [1.424, 2.388, 0.800], [4.174, -4.444, 0.156], [-0.569, 0.253, 2.552], [1.143, 6.033, 1.450], [-4.410, -2.059, -0.217], [0.758, 1.838, 2.328], [-5.488, -1.769, -2.655], [-5.956, -1.207, -0.329], [-6.180, 0.548, -2.328], [-4.744, 0.498, 0.777], [7.649, -0.113, 0.157], [1.801, 4.546, 0.733], [-3.784, -1.330, -2.464], [-0.879, 3.382, 0.250], [-3.351, 1.370, -1.634], [6.117, -1.953, -1.142]],
  "atomic_forces_ev_per_a": [[-0.5, 0.0, -0.2], [0.0, 0.0, 0.2], [0.1, -0.1, -0.3], [-0.1, 0.3, 0.0], [-0.2, 0.2, 0.4], [0.3, 0.1, 0.0], [-0.1, -0.2, -0.1], [-0.2, -0.2, 0.3], [-0.1, -0.1, -0.3], [-0.1, 0.2, 0.1], [0.8, 0.1, 0.3], [0.3, -0.2, -0.1], [0.0, 0.0, 0.1], [-0.1, 0.1, 0.0], [-0.1, 0.1, 0.0], [0.0, -0.2, 0.1], [0.2, 0.3, -0.5], [-0.2, 0.0, -0.1], [-0.1, 0.1, 0.3], [0.2, -0.3, 0.1], [-0.2, 0.0, 0.0], [-0.2, -0.1, -0.2], [0.0, 0.0, 0.0], [-0.2, -0.1, 0.1], [-0.9, 0.0, -0.3], [0.1, -0.2, 0.0], [0.0, 0.0, -0.1], [0.1, 0.0, -0.1], [0.1, 0.8, 0.1], [0.0, -0.2, 0.0], [1.0, 0.6, 0.6], [-0.2, -0.5, -0.3], [0.5, -0.2, 0.0], [0.1, -0.1, 0.0], [0.0, -0.1, -0.2], [0.0, -0.1, 0.0], [0.1, 0.1, 0.2], [0.0, 0.2, 0.1], [-0.1, 0.0, 0.0], [0.0, 0.0, 0.0], [-0.1, 0.0, -0.1], [0.1, 0.0, 0.0], [0.1, 0.1, 0.0], [0.0, 0.0, 0.0], [0.1, 0.1, 0.0], [0.0, 0.0, 0.0], [0.0, 0.0, 0.2], [-0.1, -0.1, 0.0], [-0.1, -0.1, 0.1], [-0.1, -0.1, 0.0], [-0.1, 0.0, -0.2], [0.0, 0.0, -0.1], [-0.1, 0.0, 0.1], [0.0, 0.0, -0.1], [0.1, -0.1, -0.1], [-0.1, 0.0, 0.0], [-0.1, 0.0, 0.0], [0.1, -0.1, -0.2], [0.2, -0.1, 0.0], [0.0, 0.0, 0.0], [0.1, -0.1, -0.1], [0.0, 0.0, 0.0], [0.0, 0.0, 0.0], [-0.1, -0.1, -0.1]],
  "nbo_charge": [-0.3964, -0.5306, -0.6547, -0.4988, -0.6392, -0.6358, -0.5968, -0.4251, -0.6361, 0.3022, 0.1210, -0.3073, -0.2433, -0.4170, -0.1791, -0.0723, 0.6924, -0.3160, -0.0517, 0.0025, -0.4048, 0.6379, -0.2599, -0.1487, -0.2311, -0.2154, -0.4112, -0.4016, -0.2700, -0.2503, 0.1449, -0.3165, 0.6783, 0.2170, 0.2129, 0.2418, 0.4384, 0.2458, 0.2210, 0.1780, 0.2109, 0.4181, 0.2170, 0.1597, 0.2117, 0.1764, 0.2275, 0.2138, 0.2462, 0.1956, 0.2450, 0.1946, 0.2157, 0.2107, 0.2117, 0.2059, 0.1958, 0.2352, 0.2345, 0.1873, 0.1980, 0.1511, 0.2073, 0.2058]
}

=====

# 2
{
  "formula": "C24H31N5O2PtS",
  "method": "the ωB97M-V functional and the def2-TZVPD basis",
  "homo_lumo_gap_ev": [5.69, 5.69],
  "homo_energy_ev": [-13.81, -13.81],
  "lumo_ev": [-8.12, -8.12],
  "total_charge": 2,
  "elements": ["Pt", "S", "O", "O", "N", "N", "N", "N", "N", "C", "C", "C", "C", "C", "C", "C", "C", "C", "C", "C", "C", "C", "C", "C", "C", "C", "C", "C", "C", "C", "C", "C", "C", "H", "H", "H", "H", "H", "H", "H", "H", "H", "H", "H", "H", "H", "H", "H", "H", "H", "H", "H", "H", "H", "H", "H", "H", "H", "H", "H", "H", "H", "H", "H"],
  "positions_angstrom": [[0.790, -0.303, 0.168], [-0.030, -0.061, 2.582], [-0.972, 0.795, -0.514], [1.379, -2.173, 1.021], [-2.147, 1.595, 2.359], [1.539, 1.672, 0.460], [2.456, -0.166, -1.546], [-2.627, -0.494, 2.004], [-0.122, -1.826, -1.108], [-0.530, 4.421, -0.776], [-1.677, -4.177, 1.194], [-2.372, 2.441, -1.369], [-0.216, 3.083, -0.458], [-0.125, -1.417, -2.487], [3.913, 1.210, 0.041], [-0.729, -3.278, 0.690], [-1.712, 4.759, -1.378], [2.405, 0.930, -2.514], [-1.663, 0.367, 2.281], [0.448, -2.978, 1.446], [3.657, -0.109, -0.672], [-3.943, 0.147, 1.935], [2.856, 1.578, 1.076], [-0.351, -4.503, 3.162], [0.598, -3.625, 2.696], [-0.873, -2.739, -0.624], [-1.150, 2.055, -0.764], [-3.603, 1.631, 2.194], [1.031, 2.815, 0.169], [1.231, -1.736, -3.119], [2.421, -1.483, -2.201], [-2.642, 3.752, -1.673], [-1.502, -4.786, 2.416], [-2.489, -1.492, 1.951], [4.863, 1.110, 0.569], [-3.578, 4.009, -2.151], [-1.924, 5.788, -1.626], [4.542, -0.327, -1.283], [2.430, -2.234, -1.410], [-1.647, -3.184, -1.253], [1.613, 3.704, 0.420], [3.330, -1.621, -2.799], [-2.235, -5.486, 2.788], [3.333, 0.972, -3.094], [3.135, 2.527, 1.541], [2.821, 0.811, 1.851], [-0.209, -4.983, 4.120], [-1.605, 2.387, 2.663], [-4.607, -0.265, 2.693], [2.263, 1.883, -2.014], [-3.872, 2.273, 1.356], [-4.075, 2.012, 3.098], [3.568, -0.906, 0.071], [1.574, 0.791, -3.200], [-0.320, -0.343, -2.513], [-4.389, -0.011, 0.953], [-3.072, 1.648, -1.601], [-0.912, -1.920, -3.056], [1.487, -3.397, 3.269], [4.030, 2.024, -0.675], [1.270, -2.797, -3.371], [-2.563, -4.388, 0.606], [1.313, -1.185, -4.056], [0.188, 5.199, -0.541]],
  "atomic_forces_ev_per_a": [[-2.3, 0.9, -1.4], [0.9, -0.3, -1.5], [1.2, -1.2, 0.4], [1.9, 1.5, -0.6], [0.0, -0.1, 0.2], [0.3, -1.6, 1.1], [-0.9, -0.6, 1.3], [0.0, 0.0, 0.1], [-0.2, 1.1, 1.6], [-0.1, 0.2, 0.0], [-0.2, -0.1, 0.1], [0.2, -0.4, 0.1], [-0.3, -0.4, 0.0], [0.3, 0.3, -0.6], [-0.2, 0.0, 0.0], [0.6, 0.4, 0.5], [0.0, 0.1, 0.0], [-0.2, 0.3, -0.1], [-0.8, 0.2, -0.2], [-1.5, -0.7, 0.4], [0.5, 0.1, 0.1], [-0.1, 0.0, -0.1], [0.6, 0.2, 0.0], [-0.1, -0.1, -0.1], [0.3, 0.5, -0.4], [0.0, -0.4, 0.1], [0.0, 1.1, -0.3], [-0.1, 0.1, 0.0], [-0.5, 0.0, -0.2], [-0.1, 0.0, 0.1], [0.1, -0.5, -0.4], [0.2, 0.0, 0.1], [0.0, 0.1, 0.0], [0.2, 0.0, 0.0], [0.0, 0.0, -0.1], [0.0, 0.0, 0.0], [0.0, 0.0, 0.0], [-0.1, -0.1, -0.1], [0.1, 0.1, 0.0], [0.2, 0.0, -0.2], [0.2, -0.2, 0.0], [0.1, 0.1, 0.1], [0.0, 0.0, 0.0], [0.0, -0.1, 0.1], [-0.1, 0.0, 0.0], [0.0, 0.1, 0.1], [0.0, 0.0, 0.0], [0.1, -0.1, 0.0], [0.0, 0.0, 0.0], [0.1, 0.0, 0.0], [0.0, 0.0, 0.0], [0.0, 0.0, 0.0], [0.0, -0.1, -0.1], [0.0, 0.0, 0.0], [-0.1, -0.1, 0.0], [0.0, 0.0, 0.0], [-0.1, 0.0, 0.0], [-0.1, 0.0, 0.2], [0.0, 0.0, 0.0], [0.1, 0.0, 0.0], [0.0, 0.0, -0.1], [0.0, -0.1, 0.0], [0.0, 0.0, 0.0], [0.0, 0.0, 0.0]],
  "nbo_charge": [1.3942, 0.0016, -0.7223, -0.6954, -0.5337, -0.4708, -0.3917, -0.5368, -0.4403, -0.1110, -0.1470, -0.3301, -0.2953, -0.2498, -0.4290, -0.2878, -0.2552, -0.4376, 0.3522, 0.4592, -0.2425, -0.2319, -0.2385, -0.1325, -0.2674, 0.2150, 0.4756, -0.2343, 0.1990, -0.4253, -0.2425, -0.1122, -0.2320, 0.4463, 0.2597, 0.2406, 0.2448, 0.2248, 0.2341, 0.2176, 0.2223, 0.2244, 0.2438, 0.2278, 0.2261, 0.2201, 0.2429, 0.4429, 0.2345, 0.2200, 0.2325, 0.2344, 0.2322, 0.2265, 0.2214, 0.2256, 0.2288, 0.2327, 0.2391, 0.2197, 0.2450, 0.2267, 0.2326, 0.2266]
}

=====

# 3
{
  "formula": "C24H31N5O4Zr",
  "method": "the ωB97M-V functional and the def2-TZVPD basis",
  "homo_lumo_gap_ev": 6.89,
  "homo_energy_ev": -19.85,
  "lumo_ev": -12.96,
  "e_above_lowest_ev": 0.319,
  "total_charge": 4,
  "elements": ["Zr", "O", "O", "O", "O", "N", "N", "N", "N", "N", "C", "C", "C", "C", "C", "C", "C", "C", "C", "C", "C", "C", "C", "C", "C", "C", "C", "C", "C", "C", "C", "C", "C", "C", "H", "H", "H", "H", "H", "H", "H", "H", "H", "H", "H", "H", "H", "H", "H", "H", "H", "H", "H", "H", "H", "H", "H", "H", "H", "H", "H", "H", "H", "H", "H"],
  "positions_angstrom": [[0.340, -0.129, 0.198], [0.576, 0.133, -2.017], [2.427, -0.828, -0.512], [1.881, 1.207, 1.037], [-0.278, 1.869, -0.241], [0.003, -2.476, -0.261], [0.490, -1.049, 2.071], [-1.766, -0.474, 0.194], [1.227, -2.772, 3.259], [-3.598, -1.650, -0.262], [1.963, 2.500, 0.398], [-4.043, -0.477, 0.319], [1.941, -1.489, 5.338], [-5.390, 1.260, 1.173], [0.146, -3.256, 1.007], [0.933, -0.565, 3.306], [0.891, 0.720, 3.848], [1.418, -1.657, 4.061], [2.558, -1.267, -1.880], [-5.316, 0.008, 0.593], [-2.971, 1.511, 1.236], [-1.335, -2.640, -0.894], [1.384, 0.871, 5.132], [1.688, -0.379, -2.796], [0.517, 2.973, 0.255], [-4.241, 1.996, 1.492], [3.167, 0.597, 1.250], [-2.263, -1.614, -0.314], [3.592, -0.100, -0.041], [0.035, 1.349, -2.596], [0.666, -2.379, 2.110], [-2.876, 0.262, 0.623], [-0.877, 1.993, -1.549], [1.915, -0.207, 5.852], [0.445, 1.551, 3.309], [2.535, 3.200, 1.025], [-1.248, -2.474, -1.980], [-0.835, -3.634, 1.328], [3.912, 1.343, 1.557], [4.427, -0.786, 0.142], [-0.530, 1.129, -3.514], [-4.359, 2.966, 1.952], [1.339, 1.835, 5.610], [3.602, -1.219, -2.210], [1.420, -3.722, 3.553], [0.117, 3.254, 1.242], [2.307, -0.033, 6.841], [0.859, 2.028, -2.851], [2.333, -2.315, 5.910], [1.318, -0.941, -3.664], [-2.092, 2.076, 1.522], [2.458, 2.416, -0.581], [0.794, -4.130, 0.869], [2.275, 0.463, -3.184], [-4.215, -2.387, -0.588], [-1.065, 3.044, -1.804], [3.902, 0.629, -0.797], [-1.844, 1.472, -1.501], [-1.730, -3.657, -0.755], [2.267, -2.322, -1.934], [0.461, 3.846, -0.401], [-6.358, 1.680, 1.399], [-6.206, -0.556, 0.366], [3.050, -0.118, 2.074], [0.669, -2.896, -0.912]],
  "atomic_forces_ev_per_a": [[0.6, -0.8, -0.5], [0.1, 0.0, -0.1], [-0.1, 0.0, -0.1], [-0.2, 0.3, -0.2], [0.2, 0.2, -0.1], [0.1, 0.0, -0.2], [0.4, -0.4, 0.5], [-0.5, -0.3, -0.2], [-0.4, 0.1, -0.8], [0.8, -0.2, -0.1], [-0.4, 0.9, -0.4], [0.5, 1.1, 0.4], [-0.1, -0.1, -0.1], [0.0, -0.1, 0.0], [0.0, -0.3, 0.6], [0.2, -0.1, 1.1], [0.0, -0.2, -0.1], [-0.2, 1.2, -0.1], [-0.3, -0.3, -0.7], [0.1, -0.1, 0.0], [0.0, -0.1, 0.0], [-0.6, -0.2, -0.3], [-0.1, 0.0, -0.1], [0.7, -0.4, -0.2], [0.8, 0.7, 0.9], [0.1, 0.0, 0.0], [1.0, -0.8, 0.1], [-0.3, -0.5, -0.2], [0.4, 0.6, 0.6], [-0.5, 0.9, -0.1], [0.1, -0.7, 0.2], [-1.0, 0.2, 0.1], [-0.8, -0.3, -1.2], [0.1, -0.1, -0.1], [0.1, 0.0, 0.1], [-0.2, -0.3, -0.1], [0.1, -0.1, 0.3], [0.1, 0.1, -0.1], [-0.3, -0.1, -0.1], [-0.2, 0.0, 0.0], [0.1, 0.0, 0.3], [0.0, 0.0, 0.1], [0.0, 0.2, 0.0], [-0.2, 0.0, 0.2], [0.0, -0.1, -0.2], [0.0, -0.1, -0.4], [0.0, 0.0, 0.1], [0.0, -0.3, 0.0], [0.0, -0.1, 0.1], [0.0, 0.1, 0.3], [-0.1, 0.0, 0.0], [-0.1, -0.1, 0.2], [-0.2, 0.2, -0.1], [-0.2, 0.0, 0.2], [0.2, -0.1, 0.0], [0.1, -0.2, 0.2], [-0.1, -0.2, 0.0], [0.3, 0.2, 0.1], [0.1, 0.2, -0.1], [0.0, 0.2, 0.1], [-0.1, -0.2, 0.0], [-0.1, 0.0, 0.0], [-0.1, -0.1, 0.0], [0.0, 0.2, -0.2], [-0.1, 0.3, 0.1]],
  "nbo_charge": [2.5970, -0.6426, -0.6228, -0.6258, -0.6404, -0.6963, -0.7657, -0.7546, -0.4431, -0.4407, -0.1015, 0.1017, -0.1777, -0.1435, -0.2771, 0.1217, -0.2373, 0.0956, -0.0922, -0.1839, -0.2481, -0.2684, -0.1520, -0.1023, -0.0985, -0.1379, -0.1045, 0.4351, -0.1016, -0.1029, 0.4585, 0.1247, -0.1008, -0.1441, 0.2172, 0.2731, 0.2660, 0.2690, 0.2703, 0.2641, 0.2643, 0.2599, 0.2627, 0.2685, 0.4747, 0.2455, 0.2730, 0.2243, 0.2697, 0.2560, 0.2115, 0.2111, 0.2763, 0.2317, 0.4753, 0.2736, 0.2174, 0.2498, 0.2678, 0.2126, 0.2673, 0.2723, 0.2702, 0.2484, 0.4284]
}